The following is a DFT calculation (ωB97M-V/def2-TZVPD) of a single C3H2O3 molecule at a distorted geometry.

```
8
Properties=species:S:1:pos:R:3:lowdin_charge:R:1
O -2.313 0.495 0.206 0.094
C -1.208 0.567 0.679 -0.150
C 0.025 0.200 -0.191 -0.254
O 0.232 0.972 -1.099 0.133
C 1.121 -0.875 -0.307 -0.177
O 2.192 -0.785 0.227 0.088
H -1.023 1.012 1.673 0.131
H 0.892 -1.614 -1.096 0.135
```

SMILES string = O=CC(=O)C=O
Calculated total energy = -9283.3862 eV
E_HOMO = -9.96 eV
HOMO-LUMO gap = 9.528 eV